--- P ---
{
  "formula": "C4H13N3",
  "method": "ωB97M-V/def2-TZVPD",
  "orbital_gap_ha": 0.290,
  "symbols": ["C", "C", "N", "N", "H", "H", "H", "H", "H", "H", "H", "H", "C", "C", "N", "H", "H", "H", "H", "H"],
  "xyz": [[-1.79, 0.89, 0.87], [-1.71, 2.38, 0.58], [-1.24, 0.15, -0.26], [-1.10, -1.26, 0.01], [-0.25, 0.39, -0.43], [-1.85, -1.78, -0.43], [-1.06, -1.50, 1.01], [-1.26, 0.66, 1.81], [-2.84, 0.59, 1.01], [-2.26, 2.62, -0.33], [-0.68, 2.69, 0.46], [-2.14, 2.95, 1.41], [2.87, -0.39, -0.90], [1.60, -1.12, -0.55], [1.58, -2.40, -0.41], [2.46, -2.88, -0.65], [0.10, -1.42, -0.22], [3.12, 0.34, -0.12], [2.73, 0.18, -1.83], [3.73, -1.07, -1.03]],
  "nbo_charge": [-0.232, -0.613, -0.466, -0.617, 0.378, 0.400, 0.381, 0.166, 0.188, 0.218, 0.211, 0.218, -0.699, -0.083, -0.779, 0.294, 0.419, 0.216, 0.216, 0.183]
}

---

--- Q ---
{
  "formula": "C4H13N3",
  "method": "ωB97M-V/def2-TZVPD",
  "smiles": "NCCCNCN",
  "orbital_gap_ha": 0.343,
  "symbols": ["N", "C", "C", "C", "N", "C", "N", "H", "H", "H", "H", "H", "H", "H", "H", "H", "H", "H", "H", "H"],
  "xyz": [[-0.47, -1.33, -1.70], [0.61, -1.91, -0.89], [0.32, -1.85, 0.60], [-0.21, -0.53, 1.16], [0.33, 0.63, 0.52], [-0.15, 1.93, 0.86], [-0.27, 2.76, -0.32], [-0.58, -0.33, -1.56], [-0.30, -1.54, -2.67], [1.59, -1.48, -1.14], [0.61, -2.95, -1.19], [1.23, -2.03, 1.16], [-0.41, -2.62, 0.81], [-1.31, -0.60, 1.16], [0.04, -0.54, 2.23], [0.66, 0.50, -0.42], [0.52, 2.48, 1.54], [-1.08, 1.83, 1.45], [-1.11, 2.60, -0.86], [-0.24, 3.74, -0.11]],
  "nbo_charge": [-0.849, -0.225, -0.407, -0.208, -0.664, -0.025, -0.845, 0.353, 0.359, 0.162, 0.197, 0.204, 0.210, 0.162, 0.179, 0.377, 0.155, 0.145, 0.355, 0.363]
}

---

--- R ---
{
  "formula": "C4H13N3",
  "method": "ωB97M-V/def2-TZVPD",
  "smiles": "C[C@H](N)CNCN",
  "orbital_gap_ha": 0.356,
  "symbols": ["C", "C", "N", "C", "N", "C", "N", "H", "H", "H", "H", "H", "H", "H", "H", "H", "H", "H", "H", "H"],
  "xyz": [[-1.12, 1.30, 1.64], [-0.54, 1.53, 0.24], [-1.51, 1.54, -0.83], [0.54, 0.46, -0.06], [-0.04, -0.75, -0.59], [0.72, -1.96, -0.40], [2.05, -1.95, -1.00], [-1.85, 2.04, 1.96], [-0.31, 1.29, 2.37], [-1.60, 0.32, 1.68], [0.02, 2.47, 0.26], [-1.99, 0.66, -0.88], [-2.21, 2.27, -0.73], [1.05, 0.21, 0.87], [1.32, 0.87, -0.71], [-0.36, -0.61, -1.54], [0.83, -2.12, 0.68], [0.09, -2.79, -0.78], [2.77, -2.22, -0.34], [2.14, -2.57, -1.80]],
  "nbo_charge": [-0.626, -0.051, -0.849, -0.214, -0.655, -0.048, -0.869, 0.203, 0.201, 0.207, 0.182, 0.360, 0.361, 0.183, 0.184, 0.366, 0.170, 0.175, 0.360, 0.360]
}

---

Ranked by calculated energy, most stable first: R, Q, P.

---

--- P ---
{
  "formula": "C4H13N3",
  "method": "ωB97M-V/def2-TZVPD",
  "orbital_gap_ha": [0.308, 0.255],
  "symbols": ["C", "C", "C", "N", "H", "H", "H", "H", "H", "H", "H", "H", "H", "C", "N", "N", "H", "H", "H", "H"],
  "xyz": [[0.02, -0.36, 1.82], [-0.49, 1.05, -0.22], [-1.77, 1.53, 0.42], [1.20, -0.90, 1.70], [1.92, -0.32, 2.13], [1.26, -0.77, 0.12], [-0.18, 0.55, 2.40], [-0.85, -0.95, 1.54], [-0.65, 0.90, -1.28], [0.38, 1.69, -0.06], [-2.23, 2.33, -0.17], [-2.51, 0.72, 0.49], [-1.62, 1.94, 1.42], [0.23, -1.68, -1.51], [1.02, -0.60, -0.93], [1.81, 0.02, -1.73], [2.34, 0.69, -1.17], [-0.32, -1.29, -2.37], [0.90, -2.47, -1.85], [-0.45, -2.07, -0.76]],
  "nbo_charge": [-0.014, -0.460, -0.668, -0.732, 0.344, 0.413, 0.170, 0.172, 0.175, 0.164, 0.215, 0.202, 0.193, -0.429, -0.234, -0.456, 0.309, 0.217, 0.210, 0.207]
}

---

--- Q ---
{
  "formula": "C4H13N3",
  "method": "ωB97M-V/def2-TZVPD",
  "smiles": "C/N=C\\N.CNC",
  "orbital_gap_ha": 0.357,
  "symbols": ["C", "N", "C", "N", "H", "H", "H", "H", "H", "H", "C", "N", "C", "H", "H", "H", "H", "H", "H", "H"],
  "xyz": [[1.62, 0.16, -1.14], [1.92, -0.97, -2.01], [0.98, -1.67, -2.46], [-0.42, -1.48, -2.16], [2.15, 1.02, -1.56], [2.06, -0.04, -0.16], [0.57, 0.38, -1.05], [1.18, -2.52, -3.12], [-0.95, -1.46, -3.03], [-0.78, -2.33, -1.72], [0.31, 0.54, 2.05], [-1.09, 0.62, 2.46], [-1.93, 1.15, 1.40], [0.45, -0.38, 1.49], [0.63, 1.40, 1.45], [0.96, 0.51, 2.93], [-1.17, 1.20, 3.29], [-1.57, 2.12, 1.00], [-2.94, 1.32, 1.76], [-1.99, 0.43, 0.59]],
  "nbo_charge": [-0.458, -0.396, 0.254, -0.894, 0.204, 0.205, 0.203, 0.147, 0.366, 0.369, -0.416, -0.619, -0.416, 0.190, 0.163, 0.199, 0.347, 0.159, 0.198, 0.195]
}

---

--- R ---
{
  "formula": "C4H13N3",
  "method": "ωB97M-V/def2-TZVPD",
  "smiles": "NCC[C@H](N)CN",
  "orbital_gap_ha": 0.364,
  "symbols": ["N", "C", "C", "C", "N", "C", "N", "H", "H", "H", "H", "H", "H", "H", "H", "H", "H", "H", "H", "H"],
  "xyz": [[2.18, -0.40, -1.89], [1.68, 0.73, -1.14], [1.10, 0.34, 0.20], [-0.43, 0.09, 0.14], [-1.21, 1.37, 0.21], [-0.85, -0.89, 1.22], [-2.27, -1.35, 1.20], [2.35, -0.35, -2.85], [1.65, -1.22, -1.76], [1.02, 1.36, -1.73], [2.61, 1.31, -1.04], [1.56, -0.65, 0.51], [1.26, 1.10, 0.98], [-0.62, -0.32, -0.87], [-1.65, 1.69, -0.67], [-1.96, 1.18, 0.91], [-0.14, -1.68, 1.13], [-0.83, -0.26, 2.24], [-2.85, -0.45, 1.08], [-2.61, -1.63, 2.13]],
  "nbo_charge": [-0.849, -0.218, -0.413, -0.061, -0.858, -0.221, -0.828, 0.364, 0.345, 0.168, 0.190, 0.202, 0.228, 0.177, 0.373, 0.345, 0.204, 0.161, 0.332, 0.358]
}

---

Ranked by calculated energy, most stable first: R, Q, P.

---

--- P ---
{
  "formula": "C3H6N2O3",
  "method": "ωB97M-V/def2-TZVPD",
  "orbital_gap_ha": 0.342,
  "symbols": ["C", "C", "C", "N", "N", "O", "O", "O", "H", "H", "H", "H", "H", "H"],
  "xyz": [[-0.82, 0.79, -0.55], [-2.23, 0.64, 0.01], [-0.65, -0.45, 0.26], [0.37, -1.21, 0.39], [3.04, 0.15, 0.57], [4.13, 0.66, 0.72], [2.76, -0.62, -0.50], [-1.92, -0.68, 0.65], [-0.76, 0.40, -1.69], [-0.24, 1.64, -0.36], [-2.52, 1.26, 0.84], [-3.12, 0.51, -0.65], [0.24, -2.14, 0.72], [1.71, -0.96, -0.42]],
  "nbo_charge": [-0.515, -0.069, 0.620, -0.742, 0.304, -0.341, -0.582, -0.469, 0.249, 0.257, 0.200, 0.203, 0.383, 0.501]
}

---

--- Q ---
{
  "formula": "C3H6N2O3",
  "method": "ωB97M-V/def2-TZVPD",
  "smiles": "C=NN(C)C(=O)OO",
  "orbital_gap_ha": 0.383,
  "symbols": ["C", "N", "N", "C", "C", "O", "O", "O", "H", "H", "H", "H", "H", "H"],
  "xyz": [[2.45, 0.40, -0.23], [1.67, -0.36, 0.42], [0.15, -0.42, -0.08], [-0.47, -1.70, 0.23], [-0.43, 0.78, -0.02], [-0.14, 1.93, 0.18], [-1.91, 0.45, -0.56], [-2.83, 1.37, 0.08], [3.53, 0.34, -0.06], [2.11, 1.12, -1.00], [-1.41, -1.56, 0.78], [0.22, -2.32, 0.81], [-0.70, -2.19, -0.71], [-2.25, 2.16, 0.15]],
  "nbo_charge": [-0.063, -0.234, -0.329, -0.409, 0.877, -0.591, -0.348, -0.440, 0.208, 0.189, 0.233, 0.231, 0.214, 0.463]
}

---

Ranked by calculated energy, most stable first: P, Q.

---

--- P ---
{
  "formula": "C3H6N2O3",
  "method": "ωB97M-V/def2-TZVPD",
  "smiles": "CN(C=O)O/C=N\\O",
  "orbital_gap_ha": 0.367,
  "symbols": ["C", "N", "C", "O", "O", "C", "N", "O", "H", "H", "H", "H", "H", "H"],
  "xyz": [[-0.75, 1.48, 0.12], [-0.58, 0.10, -0.18], [-1.35, -0.92, 0.19], [-1.31, -2.06, -0.18], [0.17, -0.09, -1.37], [1.39, -0.57, -0.99], [2.02, -0.71, 0.04], [1.20, -0.39, 1.24], [-0.18, 2.12, -0.89], [0.07, 1.59, 1.00], [-1.86, 1.75, 0.37], [-2.14, -0.54, 0.79], [1.91, -0.62, -2.08], [1.42, -1.14, 1.94]],
  "nbo_charge": [-0.463, -0.192, 0.522, -0.582, -0.325, 0.363, -0.202, -0.625, 0.243, 0.235, 0.232, 0.108, 0.193, 0.493]
}

---

--- Q ---
{
  "formula": "C3H6N2O3",
  "method": "ωB97M-V/def2-TZVPD",
  "smiles": "CN(C=O)[C@]1(O)NO1",
  "orbital_gap_ha": 0.358,
  "symbols": ["C", "N", "C", "O", "C", "O", "N", "O", "H", "H", "H", "H", "H", "H"],
  "xyz": [[-0.13, -1.69, -0.20], [-0.33, -0.29, 0.18], [-1.56, 0.34, -0.13], [-2.04, 1.23, 0.51], [0.77, 0.53, 0.20], [1.93, -0.10, 0.44], [0.72, 1.90, 0.43], [0.60, 1.60, -0.98], [0.27, -1.76, -1.21], [0.56, -2.15, 0.50], [-1.09, -2.20, -0.17], [-2.14, -0.25, -0.85], [2.63, 0.58, 0.48], [-0.18, 2.24, 0.78]],
  "nbo_charge": [-0.411, -0.499, 0.578, -0.543, 0.749, -0.662, -0.383, -0.476, 0.197, 0.232, 0.212, 0.120, 0.513, 0.374]
}

---

Ranked by calculated energy, most stable first: Q, P.

---

--- P ---
{
  "formula": "C3H6N2O3",
  "method": "ωB97M-V/def2-TZVPD",
  "smiles": "[H]/N=C\\NOCOC=O",
  "orbital_gap_ha": 0.330,
  "symbols": ["H", "N", "C", "N", "O", "C", "O", "C", "O", "H", "H", "H", "H", "H"],
  "xyz": [[2.70, 1.66, -0.61], [2.94, 0.58, -0.44], [2.11, -0.21, 0.21], [0.90, 0.13, 0.63], [-0.12, -0.76, 0.94], [-0.77, -1.02, -0.25], [-2.17, -0.62, -0.25], [-2.40, 0.72, -0.04], [-1.41, 1.51, 0.42], [2.43, -1.26, 0.57], [0.42, 1.08, 0.36], [-0.93, -2.17, -0.36], [-0.26, -0.53, -1.07], [-3.44, 0.89, -0.12]],
  "nbo_charge": [0.348, -0.748, 0.248, -0.353, -0.353, 0.197, -0.502, 0.647, -0.632, 0.187, 0.418, 0.190, 0.190, 0.164]
}

---

--- Q ---
{
  "formula": "C3H6N2O3",
  "method": "ωB97M-V/def2-TZVPD",
  "smiles": "[H]/N=C(\\N)OC(=O)OC",
  "orbital_gap_ha": 0.373,
  "symbols": ["H", "N", "C", "N", "O", "C", "O", "O", "C", "H", "H", "H", "H", "H"],
  "xyz": [[-3.01, 1.97, -1.27], [-1.90, 1.56, -1.40], [-1.51, 0.39, -0.96], [-2.06, -0.69, -0.41], [-0.06, 0.48, -1.06], [0.60, 0.09, 0.08], [-0.09, -0.33, 1.00], [1.91, 0.39, 0.00], [2.61, -0.30, 0.96], [-1.60, -1.27, 0.27], [-3.00, -0.74, -0.68], [2.39, -1.32, 0.79], [3.55, -0.18, 0.61], [2.15, -0.05, 2.06]],
  "nbo_charge": [0.353, -0.727, 0.677, -0.833, -0.497, 0.988, -0.670, -0.468, -0.260, 0.447, 0.402, 0.175, 0.202, 0.208]
}

---

--- R ---
{
  "formula": "C3H6N2O3",
  "method": "ωB97M-V/def2-TZVPD",
  "orbital_gap_ha": [0.322, 0.256],
  "symbols": ["C", "C", "C", "N", "N", "O", "O", "O", "H", "H", "H", "H", "H", "H"],
  "xyz": [[0.47, 0.97, -0.53], [-0.56, -1.10, -0.05], [-1.66, 1.02, 0.52], [-0.52, 0.29, -0.08], [2.54, -0.47, -0.37], [0.75, 2.08, -0.88], [3.23, 0.00, 0.50], [2.83, -1.39, -1.10], [0.42, -1.55, -0.43], [-0.46, -1.56, 1.00], [-1.32, -1.65, -0.61], [-1.42, 1.99, 0.16], [-2.68, 0.57, 0.31], [-1.61, 0.80, 1.57]],
  "nbo_charge": [0.800, -0.449, -0.407, -0.465, 0.399, -0.477, -0.373, -0.384, 0.258, 0.209, 0.223, 0.230, 0.223, 0.212]
}

---

Ranked by calculated energy, most stable first: Q, P, R.

---

--- P ---
{
  "formula": "C3H6N2O3",
  "method": "ωB97M-V/def2-TZVPD",
  "orbital_gap_ha": 0.329,
  "symbols": ["C", "C", "C", "H", "H", "H", "H", "H", "H", "N", "N", "O", "O", "O"],
  "xyz": [[-1.04, 1.11, 0.35], [0.29, -0.80, -0.17], [1.57, -0.10, -0.28], [-1.29, 0.62, 1.45], [-1.97, 1.76, -0.05], [0.01, 1.99, 0.29], [0.38, -0.88, 1.05], [0.29, -1.59, -0.99], [3.27, -0.70, 0.15], [-0.89, 0.08, -0.56], [-2.12, -0.66, -0.89], [2.51, -1.05, 0.19], [1.86, 0.91, -0.70], [-2.88, -0.66, 0.14]],
  "nbo_charge": [-0.480, -0.369, 0.776, 0.194, 0.231, 0.255, 0.245, 0.280, 0.462, -0.359, 0.286, -0.699, -0.529, -0.295]
}

---

--- Q ---
{
  "formula": "C3H6N2O3",
  "method": "ωB97M-V/def2-TZVPD",
  "smiles": "C/C(=N/O)NOC=O",
  "orbital_gap_ha": 0.386,
  "symbols": ["C", "C", "N", "O", "N", "O", "C", "O", "H", "H", "H", "H", "H", "H"],
  "xyz": [[0.34, 1.51, -0.04], [0.96, 0.18, 0.00], [2.20, 0.05, 0.18], [2.68, -1.24, 0.15], [0.09, -1.08, -0.10], [-1.05, -0.78, -0.89], [-2.13, -0.47, -0.18], [-2.19, -0.52, 1.02], [-0.65, 1.55, 0.51], [0.97, 2.29, 0.44], [0.16, 1.88, -1.10], [1.88, -1.87, 0.07], [-0.34, -1.29, 0.81], [-2.91, -0.22, -0.88]],
  "nbo_charge": [-0.687, 0.294, -0.091, -0.538, -0.391, -0.357, 0.631, -0.583, 0.230, 0.258, 0.236, 0.466, 0.389, 0.143]
}

---

Ranked by calculated energy, most stable first: Q, P.